# CH4NO3

A molecular structure, CH4NO3 in a non-equilibrium geometry (ωB97M-V with the def2-TZVPD basis set, the OMol25 dataset).

Each line ends with the Löwdin charge.
Element x y z (Å)
1 C 0.09417 -0.49593 -1.64491  -0.14
2 N -0.39984 -1.31531 -0.75658  -0.20
3 O -1.06599 -0.88349 0.34257  -0.26
4 O 0.07158 1.34112 2.03401  -0.20
5 O 0.70726 0.09508 1.64390  -0.27
6 H 0.59974 -0.97686 -2.43562  0.00
7 H 0.24323 0.65036 -1.45009  0.08
8 H -0.18232 -0.33008 0.98117  -0.03
9 H -0.06784 1.91511 1.28556  0.03

Atoms 1-3, force components in eV/Å:
C -0.5 1.4 3.3
N -0.6 0.3 -1.4
O 0.8 0.2 -1.2

highest occupied orbital energy: -3.6 eV
net charge: -1
energy relative to the best compared isomer or geometry (same formula, charge and spin): 157.3 kcal per mole
gap between HOMO and LUMO: 8.14 eV
2S+1: 1